11 unconnected molecules or ions with the total composition C48H56F14N15O28S14 in a non-equilibrium geometry, computed with ωB97M-V/def2-TZVPD.

HOMO level = -7.1457 eV
DFT total energy = -11762.12751 Ha
Charge = +1

Last columns: bonded neighbours and bond lengths (Å).
CARTESIAN COORDINATES (ANGSTROEM)
1 C -11.1683 2.3965 3.2665  N2 1.441, H15 1.090, H16 1.090, H17 1.090
2 N -10.9888 3.6052 4.0305  C1 1.441, C3 1.342, C7 1.332
3 C -9.7567 4.0904 4.2478  N2 1.342, C4 1.407, H18 1.080
4 C -9.5966 5.3023 4.9447  C3 1.407, C5 1.409, H19 1.080
5 C -10.7239 5.9608 5.4752  C4 1.409, C6 1.382, C8 1.445
6 C -11.9409 5.3699 5.1938  C5 1.382, C7 1.345, H20 1.080
7 C -12.0709 4.2369 4.4812  N2 1.332, C6 1.345, H21 1.080
8 C -10.5784 7.1871 6.2264  C5 1.445, C9 1.427, C13 1.421
9 C -9.6400 7.3266 7.2923  C8 1.427, C10 1.380, H22 1.080
10 C -9.4527 8.5590 7.8842  C9 1.380, N11 1.375, H23 1.080
11 N -10.2907 9.6055 7.5784  C10 1.375, C12 1.392, C14 1.511
12 C -11.2399 9.5322 6.5623  N11 1.392, C13 1.400, H24 1.080
13 C -11.3856 8.3095 5.8962  C8 1.421, C12 1.400, H25 1.080
14 C -9.9559 10.9487 8.1840  N11 1.511, H26 1.090, H27 1.090, H28 1.090
15 H -10.2040 1.9533 3.0178  C1 1.090
16 H -11.8194 2.6511 2.4302  C1 1.090
17 H -11.6838 1.6354 3.8523  C1 1.090
18 H -8.9135 3.5698 3.8183  C3 1.080
19 H -8.5699 5.6179 5.0574  C4 1.080
20 H -12.8563 5.8307 5.5346  C6 1.080
21 H -13.0085 3.8194 4.1451  C7 1.080
22 H -9.0036 6.5097 7.5988  C9 1.080
23 H -8.6481 8.7209 8.5862  C10 1.080
24 H -11.8648 10.3660 6.2785  C12 1.080
25 H -12.1514 8.1963 5.1431  C13 1.080
26 H -9.2052 11.4635 7.5844  C14 1.090
27 H -9.6917 10.8167 9.2332  C14 1.090
28 H -10.8513 11.5670 8.1193  C14 1.090
29 C 1.3553 4.8242 13.7101  N30 1.527, H43 1.090, H44 1.090, H45 1.090
30 N 1.0792 3.6886 12.7277  C29 1.527, C31 1.370, C35 1.349
31 C 2.1994 3.1612 12.1413  N30 1.370, C32 1.395, H46 1.080
32 C 1.9883 2.1008 11.2605  C31 1.395, C33 1.384, H47 1.080
33 C 0.7328 1.6363 10.9082  C32 1.384, C34 1.433, C36 1.470
34 C -0.4029 2.2731 11.5079  C33 1.433, C35 1.426, H48 1.080
35 C -0.1812 3.4176 12.3293  N30 1.349, C34 1.426, H49 1.080
36 C 0.6156 0.6192 9.8533  C33 1.470, C37 1.384, C41 1.356
37 C 1.4079 0.7158 8.7223  C36 1.384, C38 1.381, H50 1.080
38 C 1.2349 -0.1521 7.6624  C37 1.381, N39 1.325, H51 1.080
39 N 0.2687 -1.0584 7.6521  C38 1.325, C40 1.355, C42 1.465
40 C -0.4870 -1.2060 8.7676  N39 1.355, C41 1.411, H52 1.080
41 C -0.2451 -0.4271 9.9184  C36 1.356, C40 1.411, H53 1.080
42 C 0.1072 -1.9628 6.5116  N39 1.465, H54 1.090, H55 1.090, H56 1.090
43 H 1.2940 5.7084 13.0756  C29 1.090
44 H 2.2633 4.6946 14.2990  C29 1.090
45 H 0.4637 4.6785 14.3200  C29 1.090
46 H 3.1623 3.5691 12.4112  C31 1.080
47 H 2.8846 1.6939 10.8162  C32 1.080
48 H -1.4025 1.9379 11.2739  C34 1.080
49 H -0.9711 3.9674 12.8194  C35 1.080
50 H 2.1598 1.4735 8.5588  C37 1.080
51 H 1.8502 -0.0893 6.7771  C38 1.080
52 H -1.0373 -2.1327 8.8370  C40 1.080
53 H -0.7467 -0.5783 10.8627  C41 1.080
54 H 0.2486 -1.3998 5.5891  C42 1.090
55 H -0.9483 -2.2345 6.4927  C42 1.090
56 H 0.7331 -2.8263 6.7367  C42 1.090
57 C 6.1880 -18.4439 -8.4457  N58 1.493, H71 1.090, H72 1.090, H73 1.090
58 N 6.4010 -17.0331 -8.8851  C57 1.493, C59 1.357, C63 1.327
59 C 7.1098 -16.2055 -8.0766  N58 1.357, C60 1.392, H74 1.080
60 C 7.3780 -14.9384 -8.5861  C59 1.392, C61 1.390, H75 1.080
61 C 6.9349 -14.4950 -9.8265  C60 1.390, C62 1.390, C64 1.485
62 C 6.2538 -15.4287 -10.5986  C61 1.390, C63 1.342, H76 1.080
63 C 6.0541 -16.6632 -10.1118  N58 1.327, C62 1.342, H77 1.080
64 C 7.1654 -13.0575 -10.1214  C61 1.485, C65 1.403, C69 1.386
65 C 6.6886 -12.0488 -9.2701  C64 1.403, C66 1.406, H78 1.080
66 C 6.7368 -10.6843 -9.6076  C65 1.406, N67 1.351, H79 1.080
67 N 7.3860 -10.3618 -10.7475  C66 1.351, C68 1.342, C70 1.483
68 C 7.8241 -11.2943 -11.6081  N67 1.342, C69 1.402, H80 1.080
69 C 7.7799 -12.6608 -11.2985  C64 1.386, C68 1.402, H81 1.080
70 C 7.3924 -8.9678 -11.2546  N67 1.483, H82 1.090, H83 1.090, H84 1.090
71 H 6.7547 -18.6198 -7.5313  C57 1.090
72 H 6.4457 -19.2126 -9.1743  C57 1.090
73 H 5.1057 -18.4699 -8.3189  C57 1.090
74 H 7.3903 -16.5433 -7.0899  C59 1.080
75 H 7.9400 -14.2913 -7.9288  C60 1.080
76 H 5.8487 -15.2717 -11.5874  C62 1.080
77 H 5.6668 -17.5410 -10.6077  C63 1.080
78 H 6.0122 -12.2978 -8.4657  C65 1.080
79 H 6.2144 -9.8841 -9.1044  C66 1.080
80 H 8.2079 -10.9889 -12.5703  C68 1.080
81 H 8.0555 -13.4095 -12.0264  C69 1.080
82 H 8.3794 -8.7861 -11.6799  C70 1.090
83 H 7.2534 -8.2905 -10.4119  C70 1.090
84 H 6.6040 -8.8148 -11.9916  C70 1.090
85 C 3.7340 -0.6063 -5.2054  N86 1.462, H99 1.090, H100 1.090, H101 1.090
86 N 2.8608 -0.1125 -4.1417  C85 1.462, C87 1.396, C91 1.386
87 C 2.8262 1.2776 -4.0213  N86 1.396, C88 1.393, H102 1.080
88 C 2.2200 1.8058 -2.8838  C87 1.393, C89 1.377, H103 1.080
89 C 1.6070 1.0272 -1.9284  C88 1.377, C90 1.408, C92 1.566
90 C 1.5075 -0.3627 -2.1293  C89 1.408, C91 1.422, H104 1.080
91 C 2.1667 -0.9230 -3.2575  N86 1.386, C90 1.422, H105 1.080
92 C 0.9991 1.6938 -0.6485  C89 1.566, C93 1.388, C97 1.420
93 C 1.6007 2.8090 -0.0810  C92 1.388, C94 1.380, H106 1.080
94 C 1.0284 3.4026 1.0254  C93 1.380, N95 1.388, H107 1.080
95 N 0.0108 2.7714 1.7270  C94 1.388, C96 1.372, C98 1.441
96 C -0.5794 1.6245 1.2586  N95 1.372, C97 1.427, H108 1.080
97 C 0.0043 1.0175 0.1065  C92 1.420, C96 1.427, H109 1.080
98 C -0.5051 3.3087 2.9604  N95 1.441, H110 1.090, H111 1.090, H112 1.090
99 H 3.1108 -0.5044 -6.0939  C85 1.090
100 H 4.0492 -1.6464 -5.1221  C85 1.090
101 H 4.6201 0.0282 -5.2193  C85 1.090
102 H 3.3854 1.7874 -4.7920  C87 1.080
103 H 2.2484 2.8756 -2.7378  C88 1.080
104 H 0.9553 -1.0322 -1.4865  C90 1.080
105 H 2.1881 -1.9563 -3.5708  C91 1.080
106 H 2.5662 3.0844 -0.4791  C93 1.080
107 H 1.4358 4.2437 1.5665  C94 1.080
108 H -1.4393 1.2855 1.8172  C96 1.080
109 H -0.4405 0.1451 -0.3489  C97 1.080
110 H -1.5683 3.0695 2.9349  C98 1.090
111 H -0.1568 4.3413 2.9385  C98 1.090
112 H -0.1064 2.6614 3.7415  C98 1.090
113 N 5.2890 0.9151 -15.2468  S114 1.516, S118 1.735
114 S 6.0181 1.5068 -14.0564  N113 1.516, O115 1.466, O116 1.475, F117 1.607, S118 2.399
115 O 7.4104 1.9301 -14.2322  S114 1.466
116 O 5.5162 1.1103 -12.7267  S114 1.475
117 F 5.2118 2.8717 -14.3181  S114 1.607
118 S 6.3819 -0.4182 -15.4411  N113 1.735, S114 2.399, O119 1.446, O120 1.443, F121 1.630
119 O 7.0379 -0.9945 -14.2890  S118 1.446
120 O 7.1005 -0.4012 -16.6922  S118 1.443
121 F 5.2162 -1.5199 -15.7339  S118 1.630
122 N 2.3848 -6.3613 -8.0278  S123 1.473, S127 1.747
123 S 1.1841 -6.1503 -8.8540  N122 1.473, O124 1.454, O125 1.439, F126 1.625, S127 2.500
124 O 0.3679 -4.9883 -8.5427  S123 1.454
125 O 0.5397 -7.3326 -9.3608  S123 1.439
126 F 1.8464 -5.6018 -10.2329  S123 1.625
127 S 1.8026 -7.5175 -6.8542  N122 1.747, S123 2.500, O128 1.498, O129 1.456, F130 1.637
128 O 1.8466 -8.9574 -7.2652  S127 1.498
129 O 0.7750 -6.9798 -5.9746  S127 1.456
130 F 3.1299 -7.3687 -5.9083  S127 1.637
131 N 7.4711 4.5575 -6.1423  S132 1.720, S136 1.486
132 S 7.3712 5.7054 -4.8658  N131 1.720, O133 1.447, O134 1.490, F135 1.607, S136 2.323
133 O 6.2143 6.5607 -5.0235  S132 1.447
134 O 8.6167 6.1852 -4.2038  S132 1.490
135 F 6.8140 4.6256 -3.8134  S132 1.607
136 S 7.7053 5.6124 -7.1625  N131 1.486, S132 2.323, O137 1.464, O138 1.463, F139 1.565
137 O 8.9661 6.3477 -7.0430  S136 1.464
138 O 6.6386 6.3617 -7.8261  S136 1.463
139 F 8.0557 4.6836 -8.3724  S136 1.565
140 N -5.5037 0.6976 7.1597  S141 1.692, S145 1.516
141 S -6.2945 -0.7737 6.8901  N140 1.692, O142 1.496, O143 1.500, F144 1.641, S145 2.302
142 O -7.6178 -0.7161 6.1958  S141 1.496
143 O -6.0452 -1.9016 7.8474  S141 1.500
144 F -5.2807 -1.1463 5.6554  S141 1.641
145 S -6.3386 0.9660 8.3963  N140 1.516, S141 2.302, O146 1.443, O147 1.435, F148 1.614
146 O -5.9003 0.2866 9.5915  S145 1.443
147 O -7.7181 1.3163 8.2116  S145 1.435
148 F -5.6300 2.4131 8.4868  S145 1.614
149 N 5.0761 5.1966 6.0894  S150 1.728, S154 1.439
150 S 6.0675 5.9200 4.8730  N149 1.728, O151 1.471, O152 1.451, F153 1.606, S154 2.359
151 O 7.1053 6.8563 5.3306  S150 1.471
152 O 5.3534 6.1529 3.6320  S150 1.451
153 F 6.8882 4.5865 4.5177  S150 1.606
154 S 4.6305 6.4349 6.6722  N149 1.439, S150 2.359, O155 1.459, O156 1.486, F157 1.627
155 O 3.9696 7.4496 5.8580  S154 1.459
156 O 5.5021 6.8716 7.7940  S154 1.486
157 F 3.3516 5.8923 7.5181  S154 1.627
158 N -5.1196 9.8752 2.1960  S159 1.654, S163 1.488
159 S -4.3570 8.5548 1.5544  N158 1.654, O160 1.434, O161 1.435, F162 1.596, S163 2.330
160 O -5.1170 7.3527 1.7392  S159 1.434
161 O -2.9388 8.3482 1.4916  S159 1.435
162 F -4.6781 8.9364 0.0385  S159 1.596
163 S -4.5259 9.7391 3.5539  N158 1.488, S159 2.330, O164 1.469, O165 1.450, F166 1.632
164 O -3.0816 9.9314 3.7411  S163 1.469
165 O -5.0830 8.7389 4.4440  S163 1.450
166 F -5.0244 11.2170 4.0330  S163 1.632
167 N -4.0941 -1.5131 -2.4860  S168 1.497, S172 1.673
168 S -4.4423 -0.3728 -3.3909  N167 1.497, O169 1.474, O170 1.515, F171 1.584, S172 2.277
169 O -4.2461 0.9880 -2.8582  S168 1.474
170 O -5.5518 -0.4822 -4.4167  S168 1.515
171 F -3.1426 -0.3858 -4.2957  S168 1.584
172 S -5.4874 -1.2894 -1.5872  N167 1.673, S168 2.277, O173 1.424, O174 1.462, F175 1.594
173 O -6.7621 -1.4877 -2.1900  S172 1.424
174 O -5.3950 -0.1493 -0.6761  S172 1.462
175 F -5.3470 -2.5395 -0.6083  S172 1.594